Model w:
A 12-piece molecular cluster, H24O12 overall, computed with ωB97M-V with the def2-TZVPD basis set.

Positions of all 36 atoms, in Å:
O -1.061 0.387 -1.330
H -1.202 0.331 -2.273
H -1.788 -0.059 -0.882
O 2.620 2.252 -0.549
H 3.313 1.748 -0.073
H 2.545 1.734 -1.350
O 0.800 3.460 -2.125
H 0.735 3.105 -1.171
H 1.614 3.958 -2.147
O 2.030 0.774 3.276
H 1.887 1.138 2.412
H 2.403 -0.075 3.484
O -2.471 1.401 1.637
H -2.128 2.331 1.671
H -1.965 0.880 2.329
O 0.875 -1.229 -2.359
H 1.749 -0.834 -2.493
H 0.418 -0.595 -1.785
O -0.345 -3.306 -1.176
H -0.404 -2.965 -2.065
H -0.994 -2.824 -0.599
O -5.083 0.194 -0.843
H -4.648 -0.025 -0.009
H -4.883 1.133 -0.902
O -0.745 0.681 3.336
H -0.905 -0.237 3.531
H 0.067 1.085 3.759
O 3.593 -0.479 -1.956
H 4.193 -1.199 -2.134
H 3.140 -0.780 -1.094
O -1.957 -2.458 1.504
H -2.027 -2.812 2.395
H -2.843 -2.489 1.133
O 1.634 -1.550 0.485
H 0.830 -1.139 0.154
H 1.812 -2.268 -0.159

## Properties
Gap between HOMO and LUMO, eV: 10.581
HOMO, eV: -10.63
Structure (SMILES): O.O.O.O.O.O.O.O.O.O.O.O
Total charge: 0

Model x:
A 12-piece molecular cluster, H24O12 overall, computed with ωB97M-V with the def2-TZVPD basis set.

Positions of all 36 atoms, in Å:
O 2.718 -1.218 -1.257
H 2.747 -1.971 -1.861
H 3.639 -1.066 -1.014
O 0.104 -1.426 -2.375
H 0.577 -1.888 -1.670
H -0.821 -1.569 -2.176
O 2.883 -2.710 1.380
H 2.595 -2.427 0.496
H 3.485 -2.022 1.676
O 0.350 -3.289 -0.260
H 0.085 -4.067 -0.763
H 0.579 -3.628 0.618
O -1.580 -0.550 3.085
H -1.432 0.334 3.437
H -0.892 -0.657 2.415
O 0.982 2.427 -1.588
H 1.109 3.305 -1.959
H 0.053 2.217 -1.782
O 1.571 -0.049 2.848
H 1.162 -0.074 1.948
H 2.511 -0.162 2.697
O -0.032 3.130 1.412
H -0.882 3.468 1.075
H 0.402 2.736 0.640
O -2.611 2.713 0.853
H -3.500 2.522 1.173
H -2.068 1.990 1.198
O -2.547 0.002 -0.955
H -3.468 0.063 -0.669
H -2.484 -0.856 -1.387
O -1.715 2.010 -2.579
H -1.716 1.557 -3.428
H -2.037 1.343 -1.934
O 0.223 0.022 0.592
H 0.667 -0.439 -0.133
H -0.657 0.231 0.248

## Properties
Gap between HOMO and LUMO, eV: 9.848
HOMO, eV: -10.26
Structure (SMILES): O.O.O.O.O.O.O.O.O.O.O.O
Total charge: 0

Model y:
H24O12 as an isolated structure, computed with ωB97M-V with the def2-TZVPD basis set.

Positions of all 36 atoms, in Å:
O -0.626 2.458 -0.684
H 0.171 1.941 -0.564
H -0.320 3.288 -1.051
O -2.253 0.294 0.431
H -2.146 1.004 1.065
H -1.853 -0.466 0.854
O 0.560 1.083 1.511
H -0.112 0.617 2.009
H 0.754 1.859 2.037
O 1.175 1.858 -0.408
H 1.665 1.839 -1.229
H 1.799 1.552 0.251
O -0.045 -1.930 1.501
H 0.069 -1.943 0.550
H -0.429 -2.782 1.708
O -1.747 -1.266 -0.723
H -0.891 -0.888 -0.926
H -2.254 -0.536 -0.368
O 2.035 -0.421 -1.605
H 1.596 -0.661 -2.421
H 1.446 -0.731 -0.916
O -0.086 -0.151 0.062
H 0.541 0.572 0.034
H -0.022 -0.490 0.955
O -0.208 0.162 -2.056
H -0.441 0.913 -1.510
H 0.453 0.500 -2.661
O -1.915 -1.172 1.651
H -2.465 -1.786 2.138
H -1.029 -1.522 1.737
O 0.440 -1.756 -1.490
H -0.009 -1.021 -1.073
H -0.144 -2.021 -2.201
O 2.148 0.256 0.862
H 1.326 0.543 1.258
H 2.817 0.804 1.272

## Properties
Gap between HOMO and LUMO, eV: 8.002
HOMO, eV: -8.50
Total charge: 0

Most stable structure, least stable structure: model x, model y.

Model w:
A 12-piece molecular cluster, H24O12 overall, computed with ωB97M-V with the def2-TZVPD basis set.

Positions of all 36 atoms, in Å:
O -0.838 1.187 -0.286
H -0.059 0.705 0.015
H -0.539 2.102 -0.346
O 2.842 2.719 -2.617
H 3.256 3.577 -2.762
H 1.983 2.798 -3.048
O -0.461 -2.762 -0.796
H -0.214 -3.632 -0.462
H -0.712 -2.271 -0.006
O -3.845 0.030 1.065
H -4.420 0.790 1.209
H -3.238 0.322 0.376
O -0.301 -2.052 -2.497
H -0.743 -2.901 -2.609
H -0.883 -1.561 -1.907
O 4.665 -0.413 -0.339
H 3.779 -0.445 0.040
H 4.558 0.113 -1.140
O 0.833 2.449 2.529
H 0.810 2.695 1.597
H 1.348 1.635 2.544
O -2.476 -1.368 2.226
H -1.715 -1.404 2.816
H -2.991 -0.621 2.551
O -3.722 -2.594 -1.502
H -3.096 -2.050 -1.010
H -4.253 -1.956 -1.992
O 1.999 -2.358 0.602
H 1.883 -1.455 0.284
H 2.336 -2.835 -0.164
O 3.356 -1.655 2.497
H 3.473 -2.176 1.695
H 3.573 -0.756 2.227
O -2.205 5.024 -0.169
H -2.643 5.725 -0.666
H -1.341 5.393 0.046

## Properties
Gap between HOMO and LUMO, eV: 8.021
HOMO, eV: -8.60
Structure (SMILES): O.O.O.O.O.O.O.O.O.O.O.O
Total charge: 0

Model x:
H24O12 as an isolated structure, computed with ωB97M-V with the def2-TZVPD basis set.

Positions of all 36 atoms, in Å:
H -0.030 0.699 0.115
H 0.594 -0.312 1.063
H 2.391 2.055 1.435
H 2.063 1.814 -0.029
H -2.550 -1.269 3.087
H -2.148 -0.434 1.882
H 1.112 -2.789 0.534
H 2.325 -1.881 0.659
H 2.030 0.075 -2.583
H 0.849 1.032 -2.573
H -2.872 -1.099 -2.561
H -4.196 -0.406 -2.284
H 1.775 5.835 0.190
H 0.773 4.815 -0.327
H -0.779 0.858 4.644
H -1.190 1.951 3.671
H -0.067 -1.957 -2.475
H 1.382 -1.896 -2.019
H -0.849 -2.751 0.565
H -0.798 -1.521 -0.326
H -4.093 0.889 -0.164
H -4.705 -0.479 -0.416
H 4.464 -2.404 1.704
H 3.731 -3.048 0.539
O -0.117 -0.211 0.421
O 2.743 2.181 0.547
O -2.396 -1.330 2.138
O 1.425 -1.903 0.316
O 1.379 0.486 -3.164
O -3.249 -0.327 -2.123
O 1.109 5.703 -0.495
O -0.775 1.082 3.706
O 0.733 -1.425 -2.554
O -0.302 -1.985 0.358
O -4.914 0.462 -0.432
O 4.462 -2.454 0.742

## Properties
Gap between HOMO and LUMO, eV: 9.187
HOMO, eV: -9.44
Total charge: 0

Most stable structure, least stable structure: model w, model x.

Model w:
One molecule with the formula C3H2N2OS, computed with ωB97M-V with the def2-TZVPD basis set.

Positions of all 9 atoms, in Å:
H -0.907 2.570 -0.274
N -0.061 2.033 0.159
C -0.185 0.732 0.090
N -1.262 -0.122 -0.114
C -0.752 -1.387 -0.076
O 0.660 -1.479 0.261
C 1.097 -0.097 0.233
S 2.687 0.015 -0.073
H -1.277 -2.266 -0.204

## Properties
Gap between HOMO and LUMO, eV: 7.804
HOMO, eV: -9.47
Structure (SMILES): [H]/N=C1\N=COC1=S
Total charge: 0

Model x:
One molecule with the formula C3H2N2OS, computed with ωB97M-V with the def2-TZVPD basis set.

Positions of all 9 atoms, in Å:
C -1.917 -0.514 -0.009
N -0.829 0.136 -0.006
O 0.245 -0.743 0.008
C 1.458 -0.140 -0.005
S 2.819 -0.987 -0.004
C 1.443 1.312 0.004
N 1.555 2.461 -0.003
H -2.830 0.078 0.003
H -1.943 -1.602 0.013

## Properties
Gap between HOMO and LUMO, eV: 8.737
HOMO, eV: -9.82
Structure (SMILES): C=NOC(=S)C#N
Total charge: 0

Most stable structure, least stable structure: model w, model x.